The following is a quantum chemistry calculation of 2 unconnected molecules or ions with the total composition C6H16N2O at a distorted geometry, from the OMol25 dataset.

Values from the calculation:
LUMO energy, hartree: 0.0347
Energy above the lowest of the compared OMol25 structures with the same formula, charge and spin, kJ/mol: 109.5
SMILES string: CC(=O)C(C)(C)N.CN
Orbital gap, hartree: 0.363

```
! RIJCOSX wB97M-V def2-TZVPD def2/J DEFGRID3
* xyz 0 1
C -1.0713 -0.5270 -1.4261
C -1.3495 -0.5090 0.0429
O -2.0501 -1.3508 0.5628
C -0.8804 0.7610 0.8751
C -1.8974 1.0087 1.9959
C 0.4772 0.3989 1.4835
N -0.7189 1.9158 0.0051
H -0.9548 0.4718 -1.8330
H -0.1497 -1.1060 -1.5321
H -1.8204 -1.1159 -1.9497
H -2.8721 1.2586 1.5791
H -2.0108 0.1196 2.6101
H -1.5611 1.8159 2.6467
H 1.2089 0.2707 0.6915
H 0.8086 1.1784 2.1685
H 0.4094 -0.5405 2.0270
H -0.2624 2.6743 0.5000
H -1.6216 2.2487 -0.3164
C 2.4212 -0.7816 -1.7243
N 1.9193 -1.9559 -1.0467
H 2.0635 0.1378 -1.1528
H 1.9469 -0.7146 -2.7028
H 3.4986 -0.8026 -1.9296
H 2.2184 -2.8213 -1.4852
H 2.2487 -2.0349 -0.0893
*
```